Entry 1:
{
  "formula": "C4H12N3",
  "method": "the ωB97M-V functional and the def2-TZVPD basis",
  "de_lowest_kj_mol": 533.85,
  "homo_ev": [-12.746, -12.747],
  "e_lumo_ev": [-5.05, -5.03],
  "charge": 1,
  "symbols": ["C", "C", "C", "C", "N", "N", "N", "H", "H", "H", "H", "H", "H", "H", "H", "H", "H", "H", "H"],
  "positions_angstrom": [[0.998, -0.413, 0.565], [-1.837, -0.741, -1.820], [-0.474, 1.334, -1.244], [-0.584, 0.044, -1.808], [-0.037, 0.184, 0.368], [0.593, 2.112, -1.517], [0.451, -1.292, 3.199], [1.660, -0.677, -0.247], [0.989, -0.807, 1.662], [-2.693, -0.295, -2.500], [-2.210, -0.479, -0.834], [-1.480, -1.702, -2.211], [-1.260, 1.783, -0.652], [0.306, -0.465, -2.262], [0.693, 2.791, -0.751], [1.437, 1.681, -1.954], [-0.446, -0.898, 2.991], [0.731, -1.208, 4.143], [0.412, -2.232, 2.722]]
}


Entry 2:
{
  "formula": "C35H23BO8",
  "method": "the ωB97M-V functional and the def2-TZVPD basis",
  "smiles": "O=C1c2ccccc2C(=O)c2ccccc21.O=C1c2ccccc2C(=O)c2ccccc21.O=C1C=CC(=O)C(CB(O)O)=C1",
  "homo_ev": -9.631,
  "e_lumo_ev": -1.08,
  "charge": 0,
  "symbols": ["O", "C", "C", "C", "C", "C", "C", "C", "C", "O", "C", "C", "C", "C", "C", "C", "H", "H", "H", "H", "H", "H", "H", "H", "O", "C", "C", "C", "C", "C", "C", "C", "C", "O", "C", "C", "C", "C", "C", "C", "H", "H", "H", "H", "H", "H", "H", "H", "O", "C", "C", "C", "C", "O", "C", "C", "B", "O", "O", "C", "H", "H", "H", "H", "H", "H", "H"],
  "positions_angstrom": [[4.900, -0.722, -1.450], [4.252, -1.462, -0.741], [3.140, -0.951, 0.106], [2.835, 0.403, 0.072], [1.782, 0.896, 0.825], [1.027, 0.039, 1.618], [1.336, -1.311, 1.672], [2.394, -1.807, 0.920], [2.713, -3.259, 1.008], [2.099, -4.000, 1.747], [3.818, -3.777, 0.147], [4.118, -5.134, 0.182], [5.124, -5.640, -0.624], [5.835, -4.795, -1.469], [5.545, -3.442, -1.502], [4.538, -2.927, -0.694], [3.427, 1.059, -0.552], [1.541, 1.950, 0.785], [0.196, 0.424, 2.191], [0.763, -1.990, 2.286], [3.553, -5.776, 0.843], [5.356, -6.697, -0.596], [6.617, -5.194, -2.101], [6.089, -2.768, -2.149], [-0.001, 3.630, -1.269], [-0.476, 3.653, -2.385], [0.233, 3.038, -3.544], [1.455, 2.411, -3.333], [2.117, 1.807, -4.388], [1.562, 1.828, -5.662], [0.351, 2.462, -5.883], [-0.317, 3.071, -4.827], [-1.613, 3.757, -5.096], [-2.069, 3.825, -6.217], [-2.332, 4.353, -3.932], [-3.560, 4.969, -4.145], [-4.255, 5.510, -3.078], [-3.729, 5.439, -1.793], [-2.503, 4.834, -1.576], [-1.799, 4.291, -2.644], [1.878, 2.399, -2.338], [3.066, 1.316, -4.216], [2.078, 1.350, -6.485], [-0.093, 2.494, -6.868], [-3.954, 5.011, -5.151], [-5.212, 5.988, -3.245], [-4.278, 5.858, -0.959], [-2.077, 4.772, -0.584], [-6.204, -1.606, 3.845], [-5.079, -2.045, 3.752], [-4.637, -2.837, 2.561], [-3.380, -2.716, 2.154], [-2.498, -1.775, 2.902], [-1.663, -1.093, 2.355], [-2.755, -1.665, 4.384], [-1.572, -1.420, 5.272], [-1.947, -0.651, 6.609], [-1.908, -1.263, 7.831], [-2.316, 0.673, 6.563], [-4.025, -1.785, 4.771], [-5.365, -3.474, 2.078], [-2.975, -3.242, 1.299], [-1.111, -2.390, 5.492], [-0.826, -0.854, 4.707], [-1.691, -2.196, 7.785], [-3.186, 0.855, 6.924], [-4.335, -1.702, 5.808]]
}


Entry 3:
{
  "formula": "C3H6N2O2",
  "method": "the ωB97M-V functional and the def2-TZVPD basis",
  "de_lowest_kj_mol": 267.25,
  "smiles": "N[C@]1(NC=O)CO1",
  "homo_ev": -9.572,
  "e_lumo_ev": 0.72,
  "charge": 0,
  "symbols": ["N", "C", "N", "C", "O", "C", "O", "H", "H", "H", "H", "H", "H"],
  "positions_angstrom": [[-1.340, -0.384, -1.265], [-0.669, 0.012, -0.075], [0.599, 0.788, -0.336], [1.822, 0.306, 0.092], [2.014, -0.761, 0.632], [-0.589, -0.712, 1.194], [-1.594, 0.288, 0.954], [-2.203, 0.136, -1.415], [-0.708, -0.245, -2.038], [0.686, 1.658, -0.861], [2.669, 1.005, -0.077], [-0.858, -1.759, 1.329], [0.171, -0.334, 1.867]]
}


What did the second record say?
{
  "formula": "C35H23BO8",
  "method": "the ωB97M-V functional and the def2-TZVPD basis",
  "smiles": "O=C1c2ccccc2C(=O)c2ccccc21.O=C1c2ccccc2C(=O)c2ccccc21.O=C1C=CC(=O)C(CB(O)O)=C1",
  "homo_ev": -9.631,
  "e_lumo_ev": -1.08,
  "charge": 0,
  "symbols": ["O", "C", "C", "C", "C", "C", "C", "C", "C", "O", "C", "C", "C", "C", "C", "C", "H", "H", "H", "H", "H", "H", "H", "H", "O", "C", "C", "C", "C", "C", "C", "C", "C", "O", "C", "C", "C", "C", "C", "C", "H", "H", "H", "H", "H", "H", "H", "H", "O", "C", "C", "C", "C", "O", "C", "C", "B", "O", "O", "C", "H", "H", "H", "H", "H", "H", "H"],
  "positions_angstrom": [[4.900, -0.722, -1.450], [4.252, -1.462, -0.741], [3.140, -0.951, 0.106], [2.835, 0.403, 0.072], [1.782, 0.896, 0.825], [1.027, 0.039, 1.618], [1.336, -1.311, 1.672], [2.394, -1.807, 0.920], [2.713, -3.259, 1.008], [2.099, -4.000, 1.747], [3.818, -3.777, 0.147], [4.118, -5.134, 0.182], [5.124, -5.640, -0.624], [5.835, -4.795, -1.469], [5.545, -3.442, -1.502], [4.538, -2.927, -0.694], [3.427, 1.059, -0.552], [1.541, 1.950, 0.785], [0.196, 0.424, 2.191], [0.763, -1.990, 2.286], [3.553, -5.776, 0.843], [5.356, -6.697, -0.596], [6.617, -5.194, -2.101], [6.089, -2.768, -2.149], [-0.001, 3.630, -1.269], [-0.476, 3.653, -2.385], [0.233, 3.038, -3.544], [1.455, 2.411, -3.333], [2.117, 1.807, -4.388], [1.562, 1.828, -5.662], [0.351, 2.462, -5.883], [-0.317, 3.071, -4.827], [-1.613, 3.757, -5.096], [-2.069, 3.825, -6.217], [-2.332, 4.353, -3.932], [-3.560, 4.969, -4.145], [-4.255, 5.510, -3.078], [-3.729, 5.439, -1.793], [-2.503, 4.834, -1.576], [-1.799, 4.291, -2.644], [1.878, 2.399, -2.338], [3.066, 1.316, -4.216], [2.078, 1.350, -6.485], [-0.093, 2.494, -6.868], [-3.954, 5.011, -5.151], [-5.212, 5.988, -3.245], [-4.278, 5.858, -0.959], [-2.077, 4.772, -0.584], [-6.204, -1.606, 3.845], [-5.079, -2.045, 3.752], [-4.637, -2.837, 2.561], [-3.380, -2.716, 2.154], [-2.498, -1.775, 2.902], [-1.663, -1.093, 2.355], [-2.755, -1.665, 4.384], [-1.572, -1.420, 5.272], [-1.947, -0.651, 6.609], [-1.908, -1.263, 7.831], [-2.316, 0.673, 6.563], [-4.025, -1.785, 4.771], [-5.365, -3.474, 2.078], [-2.975, -3.242, 1.299], [-1.111, -2.390, 5.492], [-0.826, -0.854, 4.707], [-1.691, -2.196, 7.785], [-3.186, 0.855, 6.924], [-4.335, -1.702, 5.808]]
}